17
Properties=species:S:1:pos:R:3 method="wB97M-V/def2-TZVPD" total_charge=0 smiles=C[C@H]1CC[C@@H]1N orbital_gap_ha=0.3699 fmax_ev_per_a=3.9 total_energy_ev=-6852.04922 e_above_lowest_ev=1.4793
C -1.60 -1.19 0.10
C -0.61 -0.12 -0.34
C -0.72 1.40 0.00
C 0.83 1.38 0.04
C 0.84 -0.12 0.31
N 1.67 -1.19 -0.11
H -1.24 -2.19 -0.23
H -1.70 -1.22 1.22
H -2.50 -0.96 -0.38
H -0.44 -0.33 -1.42
H -1.09 2.04 -0.78
H -1.14 1.58 0.95
H 1.26 2.20 0.63
H 1.22 1.53 -1.00
H 0.64 -0.21 1.44
H 2.11 -1.06 -1.05
H 2.47 -1.54 0.61